Entry 1:
DFT (wB97M-V/def2-TZVPD) results for an isolated molecule of C23H27NO5S.

Each line ends with the Löwdin charge.
Atoms and positions in Å:
1 C 3.29304 0.70308 -3.72363  -0.063
2 H 2.30153 1.04149 -4.01194  0.075
3 H 4.00086 1.02336 -4.48527  0.078
4 H 3.28565 -0.38293 -3.68947  0.064
5 C 3.69166 1.27461 -2.36297  -0.385
6 C 2.76695 0.80308 -1.26831  -0.216
7 C 3.27031 0.14715 -0.15190  -0.024
8 C 2.43879 -0.24849 0.87810  -0.038
9 C 1.07324 -0.00214 0.82085  -0.197
10 C 0.56451 0.64393 -0.29584  -0.015
11 C 1.40026 1.03943 -1.32382  -0.017
12 H 0.97156 1.54117 -2.17766  0.117
13 H -0.49380 0.84377 -0.37672  0.120
14 C 0.19627 -0.45406 1.97067  -0.091
15 N -1.15681 0.05926 1.87184  -0.018
16 C -2.11571 -0.51855 1.10963  -0.385
17 O -3.11948 0.06048 0.74602  0.063
18 C -1.99900 -2.02716 0.77513  -0.164
19 C -2.99389 -2.35740 -0.34550  -0.103
20 H -3.02634 -3.44892 -0.46960  0.147
21 O -2.60558 -1.74641 -1.55422  -0.001
22 C -1.28019 -1.90697 -1.84379  -0.202
23 C -0.83485 -1.63875 -3.13252  0.003
24 C 0.48878 -1.84424 -3.46880  -0.095
25 C 1.37839 -2.33470 -2.52627  -0.096
26 C 0.95487 -2.57483 -1.23475  -0.006
27 C -0.36686 -2.34138 -0.88167  -0.198
28 O -0.73413 -2.54797 0.42693  -0.014
29 H 1.63352 -2.93485 -0.47831  0.124
30 H 2.40638 -2.52664 -2.79180  0.101
31 H 0.82221 -1.63691 -4.47400  0.102
32 H -1.55164 -1.28088 -3.85424  0.120
33 H -3.98615 -1.97541 -0.11023  0.139
34 H -2.29638 -2.53597 1.70205  0.170
35 C -1.32956 1.31972 2.59766  -0.298
36 C -1.47671 1.00098 4.08018  -0.145
37 H -1.39099 1.88029 4.71041  0.115
38 H -0.83990 0.20167 4.44017  0.106
39 S -3.21457 0.44162 4.12796  0.696
40 O -3.27343 -0.91301 3.64993  -0.295
41 O -3.80158 0.70593 5.41312  -0.322
42 C -3.81675 1.62469 2.88333  -0.191
43 C -2.55431 2.18746 2.24761  -0.159
44 H -2.66676 2.26467 1.16814  0.120
45 H -2.34888 3.18380 2.64612  0.124
46 H -4.42489 1.07624 2.17270  0.096
47 H -4.40388 2.36761 3.41140  0.103
48 H -0.42892 1.91670 2.40092  0.158
49 H 0.18198 -1.54424 2.00929  0.136
50 H 0.64042 -0.10436 2.90702  0.128
51 H 2.85217 -0.75557 1.73867  0.117
52 H 4.33027 -0.05347 -0.08404  0.112
53 C 3.71604 2.80500 -2.40669  -0.063
54 H 4.42471 3.14956 -3.15651  0.076
55 H 4.01101 3.20808 -1.44018  0.081
56 H 2.73313 3.19677 -2.65621  0.076
57 H 4.70343 0.92461 -2.12898  0.131

Its SMILES is CC(C)c1ccc(CN(C(=O)[C@H]2COc3ccccc3O2)[C@H]2CCS(=O)(=O)C2)cc1. The energy above the lowest of the compared OMol25 structures with the same formula, charge and spin comes out at 0.910 eV. The LUMO energy is 0.55 eV. Its spin multiplicity is 1. As for the frontier orbital gap: 0.3229 Eh.


Entry 2:
DFT (wB97M-V/def2-TZVPD) results for a structure of composition C23H28AsF6MnN3O4.

Each line ends with the Mulliken spin population.
Atoms and positions in Å:
1 Mn 0.15874 -0.57205 -0.13030  3.755
2 C 3.20242 0.69593 -1.33727  0.001
3 N 1.94973 1.42569 -1.57383  0.018
4 C 2.10188 2.79050 -1.13063  0.005
5 C 0.83468 3.53868 -0.67065  -0.002
6 C 0.06257 2.97212 0.52662  0.015
7 N 0.57714 1.66268 1.04660  0.032
8 C 0.91378 1.71104 2.29271  0.013
9 C 1.53329 0.65550 3.01883  0.002
10 C 1.82679 0.87182 4.36753  0.000
11 C 2.55125 -0.05313 5.12544  0.004
12 C 2.92209 -1.27387 4.55183  -0.002
13 C 2.56995 -1.54612 3.23325  0.001
14 C 1.89619 -0.59812 2.41274  0.003
15 O 1.65402 -0.90174 1.19519  0.027
16 C 1.47024 1.20899 -2.94102  0.010
17 C -0.01076 1.42194 -3.25651  -0.006
18 C -0.98050 0.30969 -2.86128  0.041
19 N -1.25849 0.28938 -1.35663  -0.088
20 C -2.43484 0.64323 -0.94712  0.047
21 C -2.97526 0.48412 0.39921  0.028
22 C -4.29109 0.90023 0.61292  -0.003
23 C -4.95082 0.90984 1.83196  0.002
24 C -4.26213 0.43665 2.95864  0.003
25 C -2.96798 -0.05973 2.80590  0.004
26 C -2.27421 -0.07490 1.54315  0.007
27 O -1.09571 -0.55814 1.45592  -0.007
28 H 4.02947 1.11549 -1.95154  0.001
29 H 3.09092 -0.34358 -1.64491  0.000
30 H 3.49913 0.73327 -0.27861  0.000
31 H 2.58006 3.41570 -1.92866  0.001
32 H 2.79293 2.80289 -0.28415  0.000
33 H 0.15816 3.69108 -1.51070  0.000
34 H 1.21194 4.51884 -0.42843  -0.001
35 H -0.97062 2.82649 0.19987  -0.001
36 H 0.00772 3.71753 1.34291  0.004
37 H 0.75222 2.63793 2.85497  0.005
38 H 1.52655 1.80237 4.81688  0.000
39 H 2.80154 0.19376 6.15494  0.000
40 H 3.49667 -1.99868 5.15956  -0.001
41 H 2.81967 -2.49545 2.75349  0.000
42 H 1.70336 0.17309 -3.21119  -0.004
43 H 2.03690 1.86187 -3.65427  0.001
44 H -0.03901 1.44405 -4.35886  0.000
45 H -0.35559 2.42567 -2.94495  -0.001
46 H -0.51948 -0.64380 -3.15268  -0.006
47 H -1.92773 0.43719 -3.42351  0.000
48 H -3.06601 1.19397 -1.66986  -0.001
49 H -4.82438 1.21186 -0.27037  0.000
50 H -5.97756 1.28737 1.90852  0.000
51 H -4.75419 0.43948 3.94790  0.000
52 H -2.40240 -0.43841 3.65627  0.001
53 C -2.83534 -3.11783 -2.22581  0.004
54 C -1.43946 -3.01206 -1.52474  0.003
55 O -0.49006 -3.42120 -2.26882  0.003
56 O -1.39202 -2.48069 -0.37413  0.034
57 H -2.84764 -3.95871 -2.91958  0.000
58 H -3.01299 -2.19173 -2.75725  0.000
59 H -3.62271 -3.23447 -1.46972  0.000
60 F 1.06842 -1.01003 -1.57820  0.037
61 As 1.21229 -4.40588 -1.75225  0.000
62 F 2.73322 -5.20748 -1.28882  0.000
63 F 0.91685 -5.31755 -3.23527  0.000
64 F 1.98321 -3.16300 -2.66363  0.000
65 F 0.10820 -5.40714 -0.83618  0.000
66 F 1.22481 -3.37246 -0.36141  0.008

The LUMO energy (alpha / beta) is 1.89 / 2.20 eV. Its total charge is -1. Its spin multiplicity is 5. As for the frontier orbital gap (alpha / beta): 0.2540 / 0.2668 Eh.


Entry 3:
DFT (wB97M-V/def2-TZVPD) results for an isolated molecule of C23H28ClN5OS.

Each line ends with the Löwdin charge.
Atoms and positions in Å:
1 Cl 2.05192 -0.61657 -7.26527  0.662
2 C 1.33655 -0.22913 -5.73792  -0.681
3 C 0.85108 -1.24652 -4.93151  -0.099
4 C 0.27820 -0.92887 -3.71471  -0.031
5 C 0.18988 0.39203 -3.29012  -0.219
6 C 0.68726 1.39496 -4.11074  -0.032
7 C 1.25771 1.09318 -5.33509  -0.104
8 H 1.64090 1.87590 -5.97085  0.103
9 H 0.62668 2.42540 -3.79268  0.115
10 C -0.45628 0.72028 -1.97017  -0.149
11 N -0.05545 -0.23944 -0.95311  -0.107
12 C 1.34907 -0.17168 -0.60759  -0.115
13 C 1.78901 0.96053 0.32735  -0.322
14 H 1.36515 1.91836 -0.01011  0.140
15 C 3.31400 1.08011 0.45995  -0.112
16 H 3.73216 1.73202 -0.30320  0.117
17 H 3.76487 0.09193 0.36212  0.117
18 C 3.50655 1.62720 1.88190  -0.132
19 H 4.22853 1.03340 2.43928  0.106
20 C 2.10210 1.51944 2.50686  -0.186
21 H 1.63468 2.51201 2.58079  0.123
22 O 1.33838 0.70278 1.64904  -0.245
23 H 2.10170 1.05116 3.49285  0.119
24 H 3.84396 2.66179 1.87476  0.108
25 H 1.89906 -0.07141 -1.54604  0.134
26 H 1.63648 -1.12110 -0.14751  0.109
27 C -1.00165 -0.39064 0.14236  -0.231
28 C -1.19370 0.84637 0.97511  -0.235
29 N -0.93290 2.07219 0.57073  0.071
30 N -1.30326 2.88443 1.54922  -0.015
31 N -1.79614 2.23775 2.51681  0.062
32 N -1.76685 0.93809 2.20125  -0.014
33 C -2.29660 -0.04709 3.10946  -0.249
34 H -2.31818 -0.99836 2.57473  0.131
35 C -3.70400 0.36717 3.59170  -0.126
36 H -3.91212 1.38072 3.24808  0.105
37 C -3.63853 0.34847 5.11980  -0.188
38 H -3.85900 -0.65233 5.49545  0.111
39 C -2.18445 0.70316 5.41038  -0.193
40 H -2.01858 1.76373 5.22015  0.105
41 H -1.88598 0.47244 6.43128  0.108
42 C -1.42794 -0.12815 4.37919  -0.153
43 H -1.36071 -1.16693 4.70415  0.113
44 H -0.42063 0.24022 4.19186  0.093
45 H -4.34192 1.04815 5.56655  0.108
46 H -4.47404 -0.29642 3.20054  0.110
47 C -0.70476 -1.63324 0.93032  -0.460
48 C -1.34572 -2.82516 0.75797  -0.125
49 C -0.87930 -3.84389 1.61611  -0.180
50 C 0.11319 -3.40761 2.43026  -0.378
51 S 0.51168 -1.75595 2.15764  1.112
52 H 0.65044 -3.96062 3.17489  0.062
53 H -1.27104 -4.84509 1.62144  0.100
54 H -2.13522 -2.96858 0.04093  0.115
55 H -1.97834 -0.57152 -0.34205  0.161
56 H -0.23628 1.75652 -1.68471  0.105
57 H -1.54202 0.64160 -2.09024  0.137
58 H -0.09858 -1.70930 -3.07191  0.117
59 H 0.91996 -2.27263 -5.25733  0.103

Its SMILES is Clc1ccc(CN(C[C@@H]2CCCO2)[C@@H](c2cccs2)c2nnnn2C2CCCC2)cc1. The energy above the lowest of the compared OMol25 structures with the same formula, charge and spin comes out at 0.323 eV. The LUMO energy is 0.45 eV. Its spin multiplicity is 1. As for the frontier orbital gap: 0.3354 Eh.


Entry 4:
DFT (wB97M-V/def2-TZVPD) results for a structure of composition C23H28CoF9O3.

Each line ends with the Mulliken spin population.
Atoms and positions in Å:
1 O -0.40011 -0.43308 -5.96652  0.013
2 C -0.34308 0.93706 -6.51901  0.002
3 C -0.12847 0.50936 -7.95920  0.000
4 H 0.51081 1.50868 -6.13152  -0.002
5 H -1.29244 1.45226 -6.32539  -0.001
6 C -0.14776 -0.90746 -7.34216  0.002
7 H 0.81392 0.82743 -8.40170  0.000
8 H -0.99199 0.71458 -8.59368  0.000
9 C 1.14387 -1.70418 -7.39442  0.000
10 H 1.97572 -1.19428 -6.89457  0.000
11 H 1.43329 -1.93274 -8.42713  0.000
12 H 0.96721 -2.66839 -6.90339  0.000
13 C -1.30395 -1.69761 -7.92121  0.000
14 H -2.24132 -1.13541 -7.85510  0.000
15 H -1.40361 -2.66146 -7.41546  0.000
16 H -1.10880 -1.91498 -8.97982  0.000
17 Co -1.00079 -0.53506 -1.44584  1.918
18 C -2.49803 -0.56081 -0.10686  0.045
19 C -1.95599 0.75671 -0.19542  0.047
20 C -2.17580 1.22062 -1.52713  0.068
21 H -1.57132 1.33321 0.63917  0.020
22 C -2.76224 0.15737 -2.28699  0.090
23 C -2.96676 -0.94879 -1.40709  -0.094
24 H -3.43356 -1.90042 -1.65197  0.002
25 H -2.64676 -1.12027 0.81173  -0.026
26 H -2.03354 2.23790 -1.87597  0.010
27 H -3.05675 0.16992 -3.33403  0.012
28 C 0.74942 -1.04163 1.01061  0.081
29 C -0.07613 -1.73068 -0.06963  0.254
30 C 0.75612 -1.77224 -1.22973  0.268
31 H -0.74624 -2.52943 0.26955  -0.014
32 C 1.88427 -0.88350 -0.99115  -0.010
33 C 1.79557 -0.30749 0.24383  0.358
34 H 2.41369 0.49060 0.64733  -0.007
35 H 1.30060 -1.82006 1.55602  0.109
36 H 0.75433 -2.51782 -2.02931  -0.017
37 H 2.67629 -0.69083 -1.70210  -0.119
38 O 2.54242 1.50404 -4.43346  0.003
39 C 1.49067 0.65898 -3.91102  0.159
40 C 0.31497 1.50766 -3.41709  0.077
41 H 1.89732 0.07817 -3.05941  -0.100
42 H 1.13495 -0.07323 -4.65793  -0.037
43 C 0.85904 2.94660 -3.38454  0.023
44 H 0.06749 1.21275 -2.38682  -0.053
45 H -0.57835 1.37452 -4.04301  -0.010
46 C 2.21916 2.89180 -4.13821  0.002
47 H 1.05926 3.18080 -2.32038  -0.008
48 H 0.14261 3.68828 -3.77687  0.004
49 H 3.05327 3.33604 -3.54570  0.001
50 H 2.18598 3.42838 -5.10894  0.001
51 F 1.27043 -2.23368 3.73978  -0.016
52 C 1.41285 -0.87689 3.78423  0.020
53 F 1.72400 -0.51238 5.04433  0.001
54 F 2.47819 -0.56122 2.98545  -0.001
55 C 0.11196 -0.15905 3.29118  -0.103
56 O -0.11795 -0.28314 1.88781  -0.041
57 C -1.20444 -0.73986 3.97955  0.017
58 F -1.14099 -0.71513 5.33450  0.001
59 F -2.30774 -0.05009 3.58801  -0.002
60 F -1.40206 -2.02425 3.59477  0.002
61 C 0.15622 1.39239 3.44299  0.052
62 F 0.12675 1.82281 4.72154  0.000
63 F 1.26861 1.89690 2.84920  -0.001
64 F -0.89729 1.95863 2.80012  0.000

The energy above the lowest of the compared OMol25 structures with the same formula, charge and spin comes out at 0.179 eV. The LUMO energy (alpha / beta) is 2.49 / 2.49 eV. Its total charge is -1. Its spin multiplicity is 4. As for the frontier orbital gap (alpha / beta): 0.1113 / 0.2120 Eh.